[1]
{"formula": "C26H26Cl2IN6PrS2", "method": "ωB97M-V with the def2-TZVPD basis set", "species": ["Pr", "C", "S", "C", "S", "N", "N", "C", "C", "C", "C", "C", "C", "N", "H", "H", "H", "H", "H", "H", "H", "H", "C", "C", "C", "C", "C", "C", "C", "C", "C", "H", "H", "H", "H", "H", "H", "H", "H", "H", "H", "H", "H", "I", "C", "C", "N", "N", "C", "H", "H", "H", "Cl", "C", "C", "C", "C", "C", "Cl", "C", "N", "H", "H", "H"], "xyz": [[0.2094, 0.1876, -0.5393], [1.6585, 2.0138, -5.2410], [0.2097, 0.9166, -5.4217], [-0.0675, 0.5422, -3.7360], [1.1171, -0.4969, -3.1253], [-1.1540, 0.9520, -3.1851], [-1.5434, 0.2812, -1.9646], [-2.8097, 0.2721, -1.6077], [-3.4640, -0.2155, -0.4668], [-4.8819, 0.0960, -0.3707], [-5.4939, -0.0553, 0.8579], [-4.7344, -0.4319, 2.0178], [-3.3901, -0.7267, 1.9169], [-2.7612, -0.6769, 0.6341], [2.4729, 1.5029, -4.7951], [1.3437, 2.7932, -4.5142], [1.8281, 2.4367, -6.2207], [-3.5489, 0.5264, -2.4188], [-5.4341, 0.2593, -1.3106], [-6.5575, 0.1608, 0.9624], [-5.2400, -0.6161, 2.9209], [-2.6965, -0.8499, 2.7432], [3.9922, 1.1179, -1.9908], [3.4156, 0.3999, -0.8236], [2.9253, 1.1864, 0.3000], [2.6162, 0.5746, 1.4645], [2.2645, 1.2872, 2.7596], [2.5404, -0.8529, 1.6006], [2.9417, -1.6281, 0.4373], [3.0038, -3.1438, 0.5047], [3.4635, -1.0062, -0.6623], [3.4951, 2.0862, -2.2750], [3.9185, 0.4868, -2.8657], [5.0407, 1.3921, -1.7932], [2.8473, 2.2665, 0.0844], [2.6591, 2.3106, 2.7047], [2.7910, 0.7894, 3.5673], [1.2195, 1.2114, 2.9312], [2.1489, -1.3541, 2.4961], [4.0759, -3.4283, 0.6004], [2.6178, -3.5719, -0.4215], [2.4824, -3.5700, 1.3683], [3.8011, -1.6948, -1.4356], [-1.4153, 6.8896, -0.7018], [-0.9421, 4.8362, -0.2850], [-0.8565, 4.4237, 1.0429], [-0.3280, 3.1485, 1.0161], [-0.2423, 2.6651, -0.2720], [-0.7284, 3.7140, -1.0696], [-1.0111, 4.9274, 1.9883], [0.0066, 2.6044, 1.8290], [-0.9033, 3.6055, -2.1352], [-0.4741, -0.9609, 3.7484], [-0.7313, -2.2775, 2.7132], [-0.6442, -3.5629, 3.2734], [-0.9682, -4.6928, 2.5010], [-1.4701, -4.5736, 1.2392], [-1.4440, -3.3237, 0.6361], [-1.6447, -3.3259, -1.1466], [-1.0907, -2.1416, 1.3428], [-1.3960, -0.9241, 0.7698], [-0.2720, -3.6438, 4.2955], [-0.8968, -5.7035, 2.9058], [-1.8704, -5.4147, 0.6213]], "forces_ev_per_angstrom": [[-0.3, -1.0, -0.9], [-1.7, 0.6, 0.7], [-0.1, 1.0, -0.7], [-0.6, 0.1, 0.1], [1.1, -1.1, 1.4], [-1.9, -0.8, 0.8], [4.5, 0.5, -0.2], [-4.7, -0.2, -0.5], [1.8, 2.0, -3.0], [-0.5, -1.6, 2.0], [0.0, 0.5, -2.1], [2.3, -0.7, -0.5], [-1.8, 1.3, -1.7], [-1.4, -1.1, 3.9], [1.0, -0.6, 0.0], [0.3, -0.1, -0.7], [0.4, 0.1, -0.1], [0.8, 0.0, 0.7], [0.4, 0.3, 0.7], [0.3, -0.1, 0.0], [-0.4, 0.1, 1.2], [-0.6, -0.3, -0.2], [0.0, 0.9, -0.7], [-0.4, 0.1, 2.0], [1.2, -0.2, -3.2], [-1.2, -2.2, 3.0], [1.6, 0.6, -1.0], [0.6, 0.0, -3.1], [-0.6, -0.1, 3.4], [0.6, 0.2, 0.1], [-0.3, 1.4, -1.3], [0.1, -0.9, 0.6], [0.2, -0.1, -0.3], [-0.2, -0.3, -0.1], [0.2, -0.5, 0.7], [-0.5, 0.0, 0.2], [-0.1, 0.0, 0.2], [-1.0, 0.2, 0.4], [0.4, 0.4, -0.4], [-0.6, 0.1, -0.1], [0.0, -0.1, 0.1], [-0.1, 0.2, -0.2], [0.1, 0.6, -0.3], [0.2, -1.4, -0.1], [-1.3, 1.0, 1.2], [1.8, -1.3, -0.3], [-0.7, 0.9, -0.6], [-1.3, 2.5, -0.2], [1.4, -1.7, 1.2], [0.1, 0.0, -0.3], [-0.5, 0.4, -0.9], [0.4, -0.3, 0.2], [0.4, 1.0, 0.4], [-0.3, -2.3, -1.2], [0.5, 0.0, -0.6], [-0.1, -0.2, 1.6], [-0.4, 0.0, -1.9], [0.6, -0.3, -0.4], [-0.2, 0.5, 1.4], [-1.5, -0.9, 0.1], [2.0, 2.0, -1.3], [-0.2, -0.2, -0.3], [0.0, 0.4, 0.2], [0.7, 0.6, 0.8]], "mulliken_spin": [2.054, 0.000, 0.000, 0.001, -0.015, 0.000, -0.017, 0.021, -0.027, 0.015, -0.015, 0.002, -0.007, -0.012, 0.000, 0.000, 0.000, 0.000, 0.001, -0.001, 0.000, -0.001, 0.001, 0.000, 0.008, -0.009, -0.001, 0.007, -0.003, 0.000, -0.002, 0.000, 0.000, 0.000, -0.001, 0.000, 0.000, 0.000, 0.001, 0.000, 0.000, 0.000, 0.000, 0.000, -0.001, 0.001, 0.000, 0.004, 0.003, 0.000, 0.000, 0.001, 0.000, -0.005, 0.000, 0.001, 0.000, -0.003, 0.000, 0.004, -0.006, 0.000, 0.000, 0.000], "orbital_gap_ev": [4.5169, 4.5279], "multiplicity": 3, "energy_ha": -3866.2250, "lumo_energy_ev": [-0.2, -0.2]}



[2]
{"formula": "C26H26Cl3N2O4", "method": "ωB97M-V with the def2-TZVPD basis set", "species": ["C", "C", "Cl", "C", "Cl", "C", "C", "C", "O", "O", "C", "C", "C", "C", "Cl", "C", "N", "C", "O", "C", "C", "C", "O", "C", "N", "C", "C", "C", "C", "C", "C", "C", "C", "C", "C", "H", "H", "H", "H", "H", "H", "H", "H", "H", "H", "H", "H", "H", "H", "H", "H", "H", "H", "H", "H", "H", "H", "H", "H", "H", "H"], "xyz": [[1.3412, 0.3112, 5.0491], [2.1550, 1.6217, 4.6337], [3.3072, 2.3440, 5.8755], [2.0077, 2.2195, 3.3572], [3.0173, 3.7455, 3.0498], [1.0749, 1.6653, 2.1859], [-0.4949, 1.5717, 2.4185], [-1.1500, 2.0243, 3.8040], [-1.8975, 1.3115, 4.5507], [-0.8971, 3.3535, 4.1827], [-1.3978, 1.0340, 1.2823], [-2.9905, 0.9112, 1.5541], [-3.4534, -0.5691, 1.9900], [-3.7615, -1.5564, 0.7422], [-2.2641, -1.4604, 3.0725], [-0.8547, 0.6029, -0.1501], [-1.8409, 0.1584, -1.1017], [-1.1680, -0.1347, -2.3251], [-2.0065, -0.5622, -3.4341], [-3.0580, 0.4798, -3.4802], [-3.6965, 0.6595, -4.9404], [-4.9795, 1.6578, -4.8396], [-4.1065, -0.5914, -5.5390], [0.3578, -0.0515, -2.6105], [1.2985, 0.3510, -1.6174], [0.6768, 0.7059, -0.3697], [1.6363, 1.2079, 0.7900], [3.2211, 1.2993, 0.5696], [3.8956, -0.0743, 0.0789], [5.3515, -0.0939, -0.5087], [6.0737, -1.3554, -1.0457], [5.3365, -2.7341, -1.0260], [3.8773, -2.7620, -0.4245], [3.1493, -4.2054, -0.4405], [3.1632, -1.4641, 0.1195], [1.9155, -0.2340, 5.8765], [0.3575, 0.6806, 5.5418], [1.0527, -0.3492, 4.1633], [-3.3577, 1.6318, 2.3640], [-3.5235, 1.1503, 0.5520], [-4.4681, -0.4406, 2.5362], [-4.1886, -2.5405, 1.1687], [-4.4143, -1.0848, -0.0680], [-2.7244, -1.8443, 0.3099], [-3.8936, 0.3022, -2.7204], [-2.5213, 1.4770, -3.2356], [-2.9201, 1.2054, -5.5997], [-5.8728, 1.1604, -4.3035], [-5.3103, 1.8355, -5.9245], [-4.7039, 2.6810, -4.3865], [-4.0986, -1.3123, -4.8611], [0.7396, -0.3243, -3.6584], [3.8052, 1.6461, 1.4868], [3.4021, 2.0608, -0.2875], [5.9006, 0.9158, -0.5572], [7.1403, -1.3613, -1.4774], [5.8013, -3.7078, -1.4387], [2.3985, -4.2185, -1.3161], [3.9217, -5.0180, -0.6661], [2.5517, -4.3917, 0.5149], [2.0873, -1.5408, 0.5334]], "forces_ev_per_angstrom": [[-0.2, 1.3, 1.1], [-0.7, 0.2, -2.7], [-1.6, -1.0, -1.5], [0.4, -1.1, 1.7], [-1.4, -1.7, 0.0], [-1.2, -1.0, -2.9], [0.3, -1.4, -3.1], [-0.7, 5.0, 3.6], [2.0, 0.4, -2.9], [-0.2, -5.7, -2.8], [1.8, 0.6, 0.9], [0.8, -0.3, -0.5], [-1.6, 0.0, -1.2], [1.5, -0.4, 0.8], [-0.9, 0.6, -0.7], [0.3, 0.9, 2.6], [6.0, 0.2, -2.4], [0.4, -0.3, 1.3], [0.5, 2.3, 2.3], [-0.4, 1.2, -0.9], [-0.1, 0.8, 1.0], [0.3, -0.4, -0.7], [0.4, 0.2, 1.0], [-0.6, 0.6, 2.6], [-5.1, -0.3, -0.4], [0.1, 0.2, 0.6], [-1.9, 0.7, 2.6], [-0.1, -0.7, -1.3], [1.5, -3.9, -1.4], [-1.3, -2.0, 0.1], [-3.5, -1.0, 1.2], [-2.2, 3.6, 1.6], [1.7, 1.9, -0.3], [-0.1, 1.3, -0.6], [3.3, 0.1, -1.3], [-0.7, 0.6, -1.5], [1.5, -0.6, -0.9], [0.7, 1.0, 1.2], [1.0, -1.0, -1.2], [0.8, -0.4, 1.7], [2.0, -0.3, -0.5], [0.4, 1.7, -0.8], [0.8, -0.6, 1.3], [-1.9, 0.5, 0.4], [1.3, 0.0, -0.9], [-1.2, -1.5, -0.3], [-1.1, -1.2, 0.8], [1.6, 0.8, -0.6], [0.4, -0.2, 1.6], [-0.4, -1.7, -0.5], [0.1, 1.1, -0.7], [-0.7, 0.5, 1.9], [-1.2, -0.4, -1.2], [-0.2, -1.2, 1.4], [-0.9, -1.8, 0.1], [-1.9, 0.4, 0.8], [-0.8, 1.9, 0.8], [1.1, 0.0, 1.3], [-1.1, 1.1, 0.6], [1.0, 0.2, -1.3], [2.0, 0.1, -0.8]], "nbo_charge": [-0.684, 0.044, -0.039, -0.047, -0.051, -0.027, -0.026, 0.691, -0.707, -0.778, -0.004, -0.467, -0.160, -0.638, -0.068, 0.153, -0.447, 0.458, -0.538, -0.110, 0.093, -0.650, -0.731, -0.062, -0.353, 0.090, 0.028, -0.489, 0.043, -0.250, -0.223, -0.264, 0.003, -0.652, -0.240, 0.226, 0.282, 0.250, 0.266, 0.225, 0.212, 0.214, 0.210, 0.223, 0.197, 0.200, 0.170, 0.215, 0.219, 0.217, 0.480, 0.227, 0.265, 0.243, 0.216, 0.220, 0.219, 0.221, 0.215, 0.228, 0.240], "orbital_gap_ev": 5.9482, "multiplicity": 1, "smiles": "C/C(Cl)=C(/Cl)c1c(C(=O)[O-])c(C[C@@H](C)Cl)c2nc(OC[C@H](C)O)cnc2c1Cc1cccc(C)c1", "charge": -1, "energy_ha": -2797.0153, "lumo_energy_ev": 1.2}



[3]
{"formula": "C26H26N3PSeSn", "method": "ωB97M-V with the def2-TZVPD basis set", "species": ["Sn", "C", "N", "C", "Se", "N", "C", "C", "C", "C", "C", "C", "H", "H", "H", "H", "H", "H", "H", "H", "C", "P", "C", "C", "C", "C", "C", "C", "C", "C", "C", "C", "C", "C", "H", "H", "H", "H", "H", "H", "H", "H", "H", "H", "H", "H", "H", "C", "C", "C", "N", "C", "C", "H", "H", "H", "H", "H"], "xyz": [[0.4313, -0.4234, -0.8512], [-5.0122, -0.4676, -0.1025], [-4.3391, -1.0978, -1.2236], [-3.1960, -0.7263, -1.8195], [-2.1075, 0.7555, -1.3595], [-2.9588, -1.5652, -2.8352], [-3.9850, -2.5016, -2.9290], [-4.2123, -3.5521, -3.8118], [-5.3638, -4.2807, -3.5999], [-6.2531, -3.9820, -2.5549], [-6.0257, -2.9386, -1.6811], [-4.8624, -2.2047, -1.8972], [-4.4123, 0.3694, 0.2417], [-5.1332, -1.2017, 0.6929], [-5.9835, -0.1066, -0.4365], [-2.2277, -1.4231, -3.5149], [-3.5360, -3.7867, -4.6202], [-5.5892, -5.1052, -4.2608], [-7.1420, -4.5846, -2.4350], [-6.7139, -2.7068, -0.8821], [4.5623, 0.1360, -1.3137], [3.1825, 0.3237, -0.1362], [3.9485, 1.0391, 1.3366], [4.0875, 2.4194, 1.4985], [4.7446, 2.9207, 2.6093], [5.2756, 2.0488, 3.5530], [5.1439, 0.6781, 3.3948], [4.4729, 0.1742, 2.2926], [2.1993, 1.7116, -0.8105], [2.3570, 2.1326, -2.1374], [1.5406, 3.1202, -2.6685], [0.5545, 3.7084, -1.8847], [0.3748, 3.3032, -0.5730], [1.1639, 2.2898, -0.0391], [5.0376, 1.1060, -1.4638], [4.2262, -0.2763, -2.2648], [5.2870, -0.5562, -0.8883], [3.6976, 3.1044, 0.7564], [4.8522, 3.9890, 2.7311], [5.7978, 2.4406, 4.4149], [5.5665, 0.0091, 4.1314], [4.3686, -0.8993, 2.1654], [3.1366, 1.7138, -2.7558], [1.6891, 3.4411, -3.6903], [-0.0680, 4.4930, -2.2911], [-0.3729, 3.7939, 0.0367], [1.0701, 2.0365, 1.0109], [-0.0419, -0.9269, 4.1543], [0.9419, -1.6182, 3.4695], [1.0420, -1.4511, 2.0993], [0.2082, -0.6523, 1.4215], [-0.7475, 0.0148, 2.0843], [-0.9028, -0.0916, 3.4523], [-0.1418, -1.0323, 5.2263], [1.6307, -2.2743, 3.9796], [1.8110, -1.9566, 1.5336], [-1.3947, 0.6497, 1.4925], [-1.6787, 0.4670, 3.9528]], "forces_ev_per_angstrom": [[0.0, -0.3, -0.1], [0.1, 0.1, 0.0], [0.3, -0.1, -0.3], [0.1, 0.2, 0.4], [0.0, 0.0, 0.1], [0.0, -0.1, -0.2], [0.0, -0.1, -0.1], [0.0, 0.1, 0.1], [0.0, 0.0, 0.0], [0.0, 0.0, 0.0], [0.1, 0.0, -0.1], [-0.1, 0.0, 0.0], [0.0, 0.0, 0.0], [0.0, 0.1, 0.0], [0.0, 0.0, 0.1], [0.0, 0.0, 0.1], [0.0, 0.0, 0.0], [0.0, 0.0, 0.0], [0.0, 0.0, 0.0], [0.0, 0.0, 0.0], [-0.1, 0.1, 0.0], [0.1, 0.0, 0.2], [0.0, 0.2, 0.0], [0.0, -0.1, 0.0], [0.0, -0.1, 0.0], [0.0, 0.1, 0.0], [0.0, 0.0, 0.0], [-0.1, -0.1, 0.0], [-0.1, 0.0, -0.3], [-0.1, 0.1, 0.0], [0.0, 0.0, 0.1], [0.0, 0.0, -0.1], [-0.2, 0.0, -0.1], [0.2, -0.2, 0.0], [0.1, -0.1, -0.1], [0.0, 0.0, 0.0], [0.0, 0.0, 0.1], [0.0, 0.0, 0.0], [0.0, 0.0, 0.0], [0.0, 0.0, 0.0], [0.0, 0.0, 0.0], [0.0, 0.0, 0.0], [0.0, -0.1, 0.0], [0.0, 0.0, 0.0], [0.0, 0.0, 0.0], [0.0, -0.1, 0.1], [0.0, -0.1, 0.0], [-0.1, 0.1, 0.1], [0.0, 0.0, -0.3], [0.0, -0.1, 0.3], [-0.1, 0.3, -0.2], [-0.1, 0.1, 0.3], [0.1, -0.1, -0.1], [0.0, 0.0, 0.0], [0.0, 0.0, 0.0], [0.0, 0.0, -0.1], [0.0, 0.0, 0.0], [0.0, 0.0, 0.0]], "nbo_charge": [1.212, -0.416, -0.338, 0.294, -0.258, -0.511, 0.097, -0.213, -0.173, -0.177, -0.225, 0.156, 0.239, 0.228, 0.238, 0.446, 0.242, 0.243, 0.244, 0.240, -0.934, 0.811, -0.293, -0.233, -0.180, -0.172, -0.197, -0.227, -0.417, -0.159, -0.179, -0.176, -0.183, -0.301, 0.252, 0.249, 0.272, 0.218, 0.234, 0.237, 0.235, 0.213, 0.228, 0.245, 0.246, 0.242, 0.244, -0.100, -0.218, 0.060, -0.619, 0.050, -0.231, 0.252, 0.254, 0.227, 0.227, 0.253], "orbital_gap_ev": 6.9838, "multiplicity": 1, "charge": 2, "energy_ha": -4127.2570, "lumo_energy_ev": -6.5}